Record 1
300
Properties=species:S:1:pos:R:3:forces:R:3 method="wB97M-V/def2-TZVPD" multiplicity=1 orbital_gap_ev=9.062
H 0.2514 1.2994 -3.8045 -0.3 0.1 -0.4
H 2.3638 3.5212 0.5339 0.0 0.0 0.2
H 3.1940 -6.4635 -0.6637 0.2 0.0 0.4
H -5.2143 -5.4226 -0.4255 0.1 -0.8 0.1
H 5.4339 5.6051 7.4828 -0.6 -0.3 -0.1
H -0.4557 -1.0187 -2.0096 -0.5 -0.3 -0.1
H -5.3939 -4.2264 -9.4790 0.3 0.1 0.1
H -3.7925 -1.6710 -4.2322 -0.3 0.3 -0.1
C -0.7270 -3.6505 -0.4787 -0.5 -0.4 -0.8
H -1.8508 -0.7413 1.8307 0.4 0.0 0.9
H 5.5384 1.8744 -0.2035 -0.1 0.2 0.0
H 10.1869 4.6468 -3.9294 -0.2 0.2 -0.5
H -1.5396 -5.1754 2.0141 -0.1 -0.1 -0.1
H 4.4032 -2.3087 -0.8623 0.3 0.2 -0.3
H -4.4023 -8.9277 6.3422 0.8 0.2 -0.2
C 5.8085 6.4106 -0.2678 -0.1 -0.2 0.2
H -4.0030 5.6114 3.2719 -0.2 0.6 0.3
O -1.2121 -2.4323 0.0192 0.5 -0.2 1.3
H -1.2627 -2.5708 -4.2055 0.3 0.0 -0.4
H -4.1017 -3.4521 -0.0452 0.4 -0.2 -0.5
H -2.4127 -5.5510 3.5100 0.2 -0.2 0.2
H -2.7088 -8.3869 4.1896 0.3 0.5 -0.1
C 5.7175 5.1635 0.6173 0.7 -1.9 -1.1
H 3.6175 0.1816 -3.6088 0.1 0.5 0.1
C 2.6451 0.4128 -4.0436 0.4 -1.0 0.5
H 0.6020 3.0893 -7.1359 -0.1 0.0 -0.1
H -2.9260 4.3176 -2.1669 0.0 -0.2 -0.2
H -1.3560 -2.5869 4.1192 -0.1 0.0 -0.7
H 1.7248 5.9678 3.3279 -0.8 0.2 -0.2
C -2.4531 -5.6077 2.4223 -0.2 0.5 0.2
C -4.9962 -2.6812 -5.7493 0.3 -0.2 0.0
C 2.4720 4.5595 -2.4421 0.0 0.6 -0.6
H -3.1738 -3.4818 5.6030 0.4 -0.3 -0.4
O 2.3746 0.3246 -0.4280 -0.6 0.0 1.3
C -3.2891 1.4168 -1.0770 -0.4 -0.8 0.9
H -4.3729 -1.5533 3.4874 -0.1 0.0 0.1
H 0.7349 -4.5088 4.5348 0.0 -0.4 -0.1
H -7.8515 -7.0418 8.3598 -0.4 0.2 -0.2
H -2.2693 4.8695 1.4241 -0.4 0.4 -0.5
C -6.2091 -8.0041 5.7860 -0.2 -1.0 0.1
H 4.8468 -0.8902 1.4991 -0.1 -0.5 -0.2
H 2.2982 -8.3714 -1.5725 0.6 -0.2 0.3
O -2.2944 6.3583 4.3666 -1.6 -1.0 0.1
H -5.9010 -6.9971 5.5047 0.4 0.1 -0.1
H -2.9857 -6.7207 0.2381 0.2 -0.1 0.7
H 11.3840 5.6693 -3.3292 0.2 0.6 0.7
C 1.5983 -7.3861 0.2737 1.6 -2.0 0.0
H -3.4520 -9.1383 -0.8181 -0.4 0.4 -0.5
C -4.3228 -2.5160 3.9960 0.9 -0.2 1.1
H -4.2445 -9.9900 4.0641 0.2 0.0 -0.6
O 0.8309 1.0662 -6.6854 -1.3 -0.7 -0.2
H 2.6089 0.8354 3.9060 0.1 -0.4 -0.4
O -2.6033 -6.9193 1.9363 0.3 0.0 0.4
C -1.8724 -1.8437 4.7267 -1.1 -2.3 0.0
O -5.1027 -5.9565 -8.5980 1.2 -1.4 -0.1
H 3.4411 -4.3368 -4.2208 0.1 -0.1 -0.4
H 3.9214 -5.1830 1.1093 0.0 0.5 -0.1
O 5.7996 6.3518 5.5718 -0.3 -0.5 -1.7
H 9.9301 6.4238 -4.0776 0.1 0.1 -0.1
N -2.8793 6.9857 1.4152 0.3 -1.2 -1.1
O 2.9838 8.0243 0.9184 -0.6 -0.9 0.7
H -5.0183 -7.8262 -7.7014 -0.1 0.1 -0.6
C -3.5225 -7.0782 -2.9534 -0.6 1.0 0.8
H 1.9301 3.6236 -2.3060 0.1 -0.1 0.0
H -7.0679 -8.2457 5.1598 -0.2 -0.1 -0.1
H 5.8858 7.2303 0.4465 0.0 0.2 0.1
H 0.2756 1.1965 -8.7508 -0.7 0.3 0.4
H -3.9007 -0.3077 -2.2084 -0.3 0.0 0.0
C 4.4589 1.3390 5.7289 -0.1 0.0 -1.0
H -5.2940 -2.4614 -2.3944 1.0 0.2 0.4
H 10.2532 6.5692 -0.7578 0.5 0.6 -0.2
H -6.7240 -4.4808 -6.7331 0.1 -0.5 0.4
O 2.9275 4.5279 -4.9008 -0.3 -0.7 0.1
O -4.1258 1.3480 0.1316 0.8 -0.3 -1.8
C 9.3759 6.6299 -1.4018 1.0 -1.5 0.5
H -3.0308 -7.3627 -3.8837 0.3 0.0 0.3
C 2.2035 6.8511 2.9051 0.6 0.7 -0.7
H -5.4261 -1.7306 -6.0651 0.0 0.1 0.0
H 4.8817 1.8987 6.5632 -1.0 0.4 0.4
C -1.3602 9.9164 6.5029 0.4 0.1 -0.9
H -4.1018 -3.2942 3.2654 0.2 0.1 0.0
H 1.9888 -5.4124 -4.1277 0.2 -0.3 -0.5
H -5.6648 -3.1022 -4.9984 -0.4 -0.3 0.0
C 0.8261 -3.0605 -7.2545 1.6 -0.4 0.8
O -5.6962 -4.7619 0.0774 0.2 -0.2 0.1
C 5.7325 5.1453 4.7798 0.2 0.5 0.0
H -3.9225 -6.0695 -3.0561 1.0 0.7 -0.2
H 0.8295 9.6977 5.2189 0.2 0.1 0.2
H -7.8407 -6.4403 6.6490 0.2 0.5 0.3
H 3.8923 0.5080 1.6857 0.0 0.4 -0.4
C -4.3560 2.6427 0.6328 0.0 -0.2 0.9
C -7.8204 -7.3113 7.3041 0.4 0.5 0.4
H 1.9065 8.8452 -0.6672 -0.4 0.1 0.1
N 6.9383 6.4838 -1.1954 0.5 -0.7 1.2
C 8.2313 6.4855 -0.4208 -1.5 0.4 -1.6
C -0.7037 1.7769 2.1315 0.8 0.1 0.6
H 2.8293 -0.7354 4.7862 0.7 0.0 -0.1
H 5.8982 5.4333 3.7417 -0.8 0.4 -0.2
H 6.2876 2.4214 1.3208 0.7 0.2 -0.1
C 3.4430 -1.7931 -0.8788 -0.1 -1.3 0.3
H -2.1999 1.0555 -3.2997 0.6 0.2 -0.2
C -2.9215 5.5170 3.3698 1.0 -0.3 -0.2
H -2.1864 -2.6925 -2.7778 -0.5 -0.2 0.3
H 2.8215 -2.4741 -0.2973 -0.4 0.1 0.1
C -2.6960 -7.1830 -1.6186 -1.7 -1.8 -1.3
H -4.8851 3.3343 -0.0229 0.1 -0.1 -0.5
H 8.1365 7.3968 0.1698 0.6 0.1 0.2
H -0.4795 9.7350 7.1190 0.1 0.1 0.1
H 2.1467 7.2816 -3.2721 -0.1 0.0 0.2
H 5.0931 0.4540 5.7808 -0.3 -0.7 -0.3
H 1.0704 -5.4180 2.1373 -0.3 -0.1 0.3
H 0.6948 -7.1051 0.8148 -0.2 0.1 -0.6
H 4.8302 1.4598 3.5342 -0.6 -0.5 0.1
N -4.6871 -9.0872 4.1595 0.4 0.5 0.6
C 4.3885 4.4097 5.0080 0.5 0.2 -0.3
H -3.8202 2.0287 -1.8060 0.2 0.4 0.0
H -4.8173 -4.2004 -2.4482 0.3 0.3 -0.2
C 3.0642 -5.8111 1.3521 0.4 1.9 -1.1
C 6.1327 6.1989 6.8936 -0.2 -0.4 1.5
C -2.6644 5.9941 5.7086 1.2 0.7 0.3
H -6.4143 -3.6206 -2.2316 -0.4 -0.5 0.9
H -1.4270 0.0531 0.4416 0.2 0.0 -0.6
N 2.5230 -6.2599 0.0632 -1.4 0.2 0.2
C 1.1578 2.4112 -6.4884 1.1 0.0 -0.6
H -0.1726 8.3198 2.8119 0.1 -0.2 -0.8
H 0.2817 2.2593 3.8972 0.8 0.0 0.0
C 0.8756 0.6209 -8.0460 -0.2 -0.4 0.5
H 0.0271 -9.9679 -2.4256 -0.2 0.0 -0.1
H -6.6918 -3.1803 -7.8077 0.2 0.6 0.1
H 0.1472 -2.1784 1.6880 0.1 -0.9 -0.3
C -3.6913 -8.0172 3.8958 -1.0 -0.1 -0.6
H 1.8018 -4.0349 1.3954 0.4 0.5 0.3
C -5.1363 -9.0799 5.5508 -0.8 0.5 0.5
H 0.5719 -1.3772 0.1182 0.4 -0.3 0.0
H -0.0308 10.4397 3.8926 -0.2 -0.1 -0.3
H 2.0787 8.8503 2.9016 0.7 0.1 -0.1
H -2.8985 7.7581 2.0656 0.1 -0.2 0.3
H -2.3557 7.1840 -1.9287 -0.1 0.0 -0.3
H 0.6794 -7.8716 -1.6224 -0.5 -0.1 -0.2
H -4.5274 -7.5003 -2.9567 0.2 -1.3 0.6
H 0.3487 -1.1282 -9.1238 0.5 -0.2 -0.3
C 2.0090 -4.8683 2.0667 0.9 -1.8 0.5
C -0.2287 -1.7283 0.7693 -1.3 2.2 0.2
H -2.0409 -9.3075 -1.8681 -0.1 0.2 -0.2
O -3.4106 -6.5157 -0.5979 -0.2 0.8 -1.0
H 3.0729 -0.9529 1.8463 0.0 -0.6 -0.2
H -2.0309 -0.9358 4.1448 0.2 0.0 0.4
H -1.2121 3.7381 -2.0780 -0.3 -0.3 0.4
H 1.5328 -4.9729 -6.4635 0.2 -0.3 -0.5
C 0.4057 8.2595 3.7339 -0.8 0.3 -0.2
H 4.6738 2.9290 1.0159 -0.5 -1.1 0.2
C -1.9524 -3.2398 -3.6909 0.3 0.2 -0.3
H 2.2090 0.3768 -1.3722 -0.3 0.0 -0.6
C 3.8625 -0.4920 1.2529 -0.1 0.7 0.4
H -0.0963 -4.2344 0.1917 0.1 0.2 0.3
H 3.5313 4.4454 -2.2123 0.1 -0.2 0.0
H 1.1853 5.1032 -4.0079 0.0 0.4 -0.5
H 1.3988 0.1511 4.9277 -0.1 0.6 0.7
H 3.6300 9.0543 -0.7591 0.2 -0.3 0.3
H 2.1661 -8.0146 0.9597 -0.4 -0.6 0.5
H -0.1726 -3.1364 -6.8243 -0.2 0.4 0.4
C 4.8206 2.0833 4.4283 1.2 -0.6 -0.3
C 0.1757 2.7502 2.9298 0.2 -0.7 -0.8
H 2.1736 -4.1110 -3.0686 -0.4 0.7 -0.2
H 7.0761 5.6855 7.0797 0.6 0.3 -0.3
C -5.9000 -4.8546 -8.7460 0.1 2.0 0.3
H 1.3124 -2.9858 3.9056 -0.1 0.3 0.1
H 4.8710 6.6051 -0.7888 0.0 -0.3 -0.2
C -2.5029 6.5681 -1.0416 0.4 0.2 0.7
H -1.5521 1.6223 2.7982 -0.4 -0.1 -0.3
H -5.3833 -1.4479 -0.0081 0.1 0.1 -0.3
H -0.5616 -1.0369 -7.7168 -0.4 0.6 0.5
H 4.3050 0.1163 -0.7632 0.7 -0.1 0.1
H -5.2852 -2.7807 4.4341 -0.2 0.2 -0.1
C -5.3867 -3.4372 -1.9176 0.3 -0.5 -0.1
O 9.5185 5.4614 -2.2947 -0.9 1.4 1.4
H -1.5850 4.9593 -3.1676 -0.2 0.9 -0.1
H 3.8591 4.6504 -4.7041 0.3 -0.2 -0.2
N 4.1467 3.2938 4.0809 -0.1 0.9 0.5
H -3.5461 6.2640 -0.9554 -0.2 -0.3 -0.3
H 9.3049 7.5991 -1.8956 0.1 -0.2 -0.5
C 1.4014 -8.3404 -0.9538 -0.9 0.5 -0.2
H 3.1582 3.0959 4.0183 -0.2 0.3 -0.2
C 0.0423 9.5273 4.4844 -0.5 -0.2 2.1
C -5.8937 -2.3737 0.2574 0.5 0.4 0.4
C 2.2585 5.1950 -3.8407 0.5 -0.6 1.0
H -6.8533 -5.0376 -9.2418 -0.5 -0.5 0.4
H 5.8904 2.2874 4.4719 0.3 0.2 0.4
H -1.5407 10.9868 6.4038 0.3 0.3 -0.1
H 3.0297 -1.7673 -1.8871 0.2 0.2 -0.1
O 5.8560 3.9077 -0.1659 0.6 1.5 -0.8
H -1.2154 6.0278 2.2043 0.5 -0.4 0.2
H -1.4485 -4.1787 -3.4613 0.0 0.1 0.1
H -5.5106 -10.0774 5.7810 -0.5 0.1 -0.1
O -1.2144 9.2824 5.2152 0.3 0.3 0.1
H 0.7130 -3.5519 -8.2208 0.3 0.3 -0.3
H -8.7369 -7.8248 7.0136 0.2 -0.8 0.1
H -4.0167 -7.1303 4.4393 0.4 -0.2 0.6
N -2.0047 0.1889 -2.8190 0.6 -0.7 1.0
H -1.7072 -6.7589 -1.7936 0.1 0.2 0.1
H -1.0260 2.1826 1.1725 -0.4 0.3 -0.1
H 2.5918 1.4291 -4.4340 0.0 -0.1 0.0
H 3.5952 -6.5679 1.9295 -1.0 -0.5 0.6
C -0.6230 0.0033 -2.3496 0.4 0.2 0.1
C 0.3764 0.2787 -3.4432 -0.5 0.1 -0.5
H 1.0396 7.2440 1.0513 -0.2 0.2 0.2
H 2.0886 5.3157 -1.7570 -0.2 -0.2 0.4
H 1.4925 -10.8954 -2.2411 0.2 -0.1 0.2
C 2.3582 -4.3871 -4.1068 -0.6 0.3 -0.3
H 2.7841 7.0032 -4.8552 0.0 -0.1 -0.1
C -3.2748 -2.4874 5.1683 1.4 1.4 -1.2
O 1.4705 2.9876 2.3098 -1.0 0.2 0.1
C 1.6394 -3.9428 4.3122 0.2 0.3 -1.0
H 3.2377 6.6109 3.1518 0.4 0.3 -0.4
H -2.2854 6.7702 6.3734 -0.1 0.5 -0.3
O -3.0571 -3.5491 -4.4995 -1.0 -0.4 -0.1
H -5.8809 -2.3377 1.3468 0.1 -0.5 0.2
C 3.5410 -0.4504 -0.2311 0.5 0.8 -0.1
C 5.6109 2.6944 0.5110 -1.2 1.2 0.7
H 6.5940 5.1180 1.2637 -0.3 0.3 0.6
H -5.2805 -6.5361 -6.6021 0.1 0.4 0.2
N 1.8619 8.1052 3.5482 -1.6 0.1 0.9
H -4.5438 -1.9245 6.4817 -0.2 0.2 0.3
H 0.1880 -0.4425 -4.2386 0.1 0.1 -0.4
C 1.3576 3.3304 0.9071 0.3 -0.4 0.9
O -6.5922 -8.0022 7.1583 -0.4 -0.2 -0.8
C 10.3015 5.6169 -3.4459 -0.3 -0.8 -0.3
H -2.3058 1.7986 -0.8024 0.0 0.7 0.0
H -0.3827 3.6585 3.1564 0.1 0.5 -0.4
O -1.6122 5.4549 -1.0722 -0.2 0.1 -0.6
O 3.0548 1.0652 5.8739 0.6 0.2 0.9
H -1.9272 -8.6537 -0.2609 0.4 0.0 0.1
H 1.0537 2.7461 -5.4563 -0.2 -0.4 0.0
O -3.6620 -1.6407 6.2298 -0.7 0.2 0.1
H 4.7660 5.1332 1.1483 0.0 0.1 0.3
H -0.1863 -3.4604 -1.4059 0.4 -0.1 -0.1
H 6.0941 7.1767 7.3738 0.4 0.1 -0.2
C -2.2613 5.7817 2.0207 -0.2 1.6 0.9
O 0.9666 -9.6753 -0.5954 0.2 0.5 -0.1
H 0.0152 -11.3721 -1.3377 0.2 0.2 0.2
H 6.6543 4.5756 4.8970 -0.1 -0.6 0.9
C 2.4760 0.2943 4.8429 0.0 0.2 -0.7
C -1.8730 4.5989 -2.1801 0.5 -0.2 0.6
H 1.8718 0.7617 -8.4651 0.5 -0.3 0.3
C -6.0660 -4.0013 -7.4578 -0.6 -0.5 -1.3
C 2.0456 6.9886 1.3841 0.9 -0.1 0.1
H 2.8206 -3.7060 -6.7456 0.2 -0.3 0.0
H -2.7721 8.3842 -0.0087 0.2 0.2 -0.4
H 2.2448 5.9895 0.9965 0.5 0.1 -0.7
H -1.1821 7.6823 0.2345 0.4 -0.1 0.2
C -3.6935 -2.3879 -5.0472 1.2 -0.2 0.0
H -2.2342 9.5619 7.0493 0.0 -0.6 -0.4
C -2.9844 0.0614 -1.7478 -1.6 0.1 0.3
H 0.9774 2.4730 0.3517 -0.1 0.1 -0.2
H 2.2193 2.4443 -6.7336 0.2 0.9 0.0
C -5.1330 -3.5607 -0.3811 -2.3 2.2 -0.5
C 0.6133 -10.5381 -1.7050 0.3 1.3 0.3
H -4.9855 2.5372 1.5164 0.0 -0.1 0.0
C -3.7710 -7.5684 2.4267 0.4 -1.0 -0.5
C 2.8546 8.3535 -0.4495 -0.5 -0.4 0.1
N -4.8081 -3.5353 -6.9336 0.0 0.7 0.9
H -6.9350 -2.2447 -0.0377 0.0 -0.4 -0.3
H -3.7209 5.8908 5.9559 -0.2 -0.2 -0.7
H -2.0863 5.1433 6.0691 -0.3 -0.6 -0.4
H 3.7809 6.7285 -3.4395 0.2 -0.4 0.1
H -3.3100 -4.9964 2.1394 -0.1 0.1 -0.3
H -3.4155 3.0789 0.9692 0.2 0.3 -0.1
H 6.9285 5.6125 -1.7061 0.0 -0.2 -0.4
O 1.6330 -3.5592 -5.0478 0.7 0.1 1.4
O 2.5160 -4.5636 3.3672 -0.2 0.0 -0.1
H -2.7630 -0.6693 -0.9699 0.6 -0.1 -0.3
N 1.3903 -1.6957 -7.3868 -0.5 -1.0 -0.4
H 1.5587 -1.2670 -6.4880 -0.1 -0.3 0.4
H -1.1701 -1.7855 5.5583 -0.5 0.7 0.3
N -0.0280 0.5027 1.9357 -1.2 -1.1 0.5
O 1.7080 0.1628 -3.0056 0.1 0.0 0.1
H -0.3200 0.5963 -1.4867 -0.3 0.5 0.3
H -4.6427 -6.9442 2.2301 -0.2 0.1 0.2
H -4.2026 -4.2808 -6.6210 0.0 -0.5 -0.3
H 4.3333 4.1073 6.0538 0.0 -0.1 0.2
H 0.7971 0.6153 1.3641 0.2 0.0 -0.2
C -2.5418 -8.6462 -1.1610 0.7 0.0 0.4
H -1.5958 -4.2595 -0.7282 -0.1 -0.1 0.0
H 2.1917 -3.7505 5.2320 0.1 -0.2 -0.2
C 1.8061 -3.9191 -6.4088 -1.2 0.4 0.1
C -0.9539 -0.4605 1.2786 0.6 0.6 -0.9
H -0.1077 7.4405 4.2377 0.6 -0.2 0.4
H 2.5438 -0.3495 -4.8161 -0.3 0.2 -0.4
C 2.7766 6.5993 -3.8428 -0.6 1.5 -0.1
H 2.8825 7.4386 -1.0414 0.2 0.0 -0.3
H 3.6226 5.1715 4.8625 -0.1 -0.1 0.0
H -2.7702 4.4540 3.5576 0.3 -0.2 0.6
H -2.9716 -2.0120 -5.7721 0.0 0.6 -0.2
H 0.7437 4.2186 0.7574 -0.2 0.0 0.0
C -5.5178 -6.8612 -7.6151 -0.4 -0.1 0.5
H 8.3675 5.6503 0.2661 0.0 -0.3 -0.2
H -3.8535 -8.4291 1.7630 -0.2 -0.2 0.2
H -6.6018 -6.9665 -7.6588 -0.2 -0.4 0.0
C 0.4513 -0.8520 -8.0744 0.0 0.8 -0.7
C -2.2445 7.4474 0.1709 -0.9 0.2 0.4

Record 2
17
Properties=species:S:1:pos:R:3:forces:R:3 method="wB97M-V/def2-TZVPD" charge=+1 multiplicity=3 orbital_gap_ev="7.044 / 9.150"
H 0.2603 -0.4300 -1.3641 0.8 0.5 -3.0
H 1.1888 -1.5166 1.2594 0.0 -0.4 1.4
H -2.0762 0.2967 -1.6877 -0.1 0.3 2.8
H -2.8509 0.9793 1.2766 0.0 -0.2 -0.3
C 2.2647 1.1968 -0.0506 -0.3 2.0 1.5
C 1.3406 -1.5081 0.2144 -0.3 3.5 0.7
N -0.9923 -0.2220 0.0893 4.9 -2.0 0.1
N -2.9788 0.7276 0.3034 -1.0 0.7 -0.3
H -0.9060 -0.2096 1.0744 -1.1 0.0 1.5
H -3.8944 0.7110 -0.0779 -0.8 0.4 0.1
H 1.1350 -2.4261 -0.1845 -0.2 -2.6 -1.1
N 1.0905 1.2118 0.3393 1.7 1.9 -0.2
H 2.9645 1.8620 0.4460 0.4 0.2 0.6
C -2.0099 0.3460 -0.5120 0.4 -0.6 -2.1
C 0.3045 -0.5356 -0.3537 -2.9 -2.5 0.2
H 2.4100 -1.1983 0.0768 -1.2 -0.3 -0.3
H 2.7494 0.7153 -0.8492 0.0 -1.0 -1.6

no.,maximum force (eV Å⁻¹)
1,3.212
2,5.255